(1)
Density functional theory data (ωB97M-V with the def2-TZVPD basis set) for C32H42BBrN10OV as an isolated structure.

Computed properties:
Lowest unoccupied orbital energy (alpha / beta) = -3.52 / -2.99 eV
HOMO (alpha / beta) = -11.3 / -11.6 eV
ΔE to the lowest compared entry with this formula, charge and spin = 9.1 kcal per mole
Calculated total energy = -147220.668 eV
Kohn-Sham gap (alpha / beta) = 7.78 / 8.58 eV

Geometry as ORCA input:
```
! RIJCOSX wB97M-V def2-TZVPD def2/J DEFGRID3
* xyz 1 3
V -0.2482 -0.0823 0.7851
C 4.8530 0.0928 1.7231
C 3.4373 0.0053 1.1586
C 3.4689 -0.5286 -0.2751
C 2.5537 -0.8184 2.0546
C 2.9598 -1.6926 3.0582
C 1.7953 -2.1602 3.6400
N 0.7573 -1.6135 3.0142
N 1.2005 -0.7882 2.0287
B -0.7443 -1.7745 3.3374
N -1.4648 -2.5097 2.2020
C -2.1022 -3.6860 2.2614
C -2.7298 -3.8993 1.0581
C -2.4330 -2.7688 0.2858
N -1.6402 -1.9408 0.9799
C -3.0028 -2.4463 -1.0666
C -3.1249 -3.7021 -1.9272
C -4.3660 -1.7639 -0.9074
N -1.3821 -0.3704 3.4459
C -2.0602 0.1780 4.4543
C -2.6155 1.3694 4.0243
C -2.2393 1.4877 2.6881
N -1.4773 0.4334 2.3549
C -2.5962 2.5461 1.6826
C -2.7990 1.9270 0.3020
C -3.8348 3.3228 2.1172
H 5.4479 0.7719 1.1127
H 4.8567 0.4674 2.7470
H 5.3484 -0.8803 1.7097
H 3.0234 1.0140 1.1340
H 3.8438 -1.5543 -0.2965
H 2.4849 -0.5110 -0.7447
H 4.1261 0.0937 -0.8849
H 3.9681 -1.9226 3.3516
H 1.6396 -2.8222 4.4757
H -0.8631 -2.3701 4.3668
H -2.0832 -4.2723 3.1649
H -3.3424 -4.7401 0.7851
H -2.3423 -1.7473 -1.5732
H -3.8634 -4.3900 -1.5126
H -3.4515 -3.4403 -2.9347
H -2.1747 -4.2343 -1.9991
H -5.0732 -2.4341 -0.4159
H -4.2873 -0.8605 -0.3014
H -4.7759 -1.4930 -1.8818
H -2.1150 -0.3230 5.4065
H -3.2293 2.0434 4.5941
H -1.7555 3.2456 1.6180
H -3.5467 1.1327 0.3240
H -3.1129 2.6822 -0.4195
H -1.8565 1.5197 -0.0834
H -4.6971 2.6604 2.2130
H -3.6785 3.8214 3.0734
H -4.0736 4.0893 1.3804
C -1.2329 0.6266 -4.5338
C -0.7335 -0.3552 -3.5181
C -0.3385 -1.6423 -3.8540
C 0.1977 -2.4763 -2.8918
C 0.3078 -2.0132 -1.5938
Br 1.0479 -3.1752 -0.3163
N -0.0969 -0.7883 -1.2343
C -0.5854 0.0146 -2.1962
H -1.5604 0.1220 -5.4408
H -0.4277 1.3126 -4.8025
H -2.0649 1.2163 -4.1495
H -0.4396 -1.9907 -4.8745
H 0.5292 -3.4758 -3.1302
H -0.8599 1.0142 -1.8844
N 3.7372 6.2120 0.2963
C 3.0898 5.2643 0.3470
C 2.2880 4.0714 0.4007
C 1.6658 3.6929 1.5877
C 0.9112 2.5311 1.6220
C 0.7421 1.7148 0.4914
C 1.3746 2.1296 -0.6870
C 2.1389 3.2853 -0.7377
H 1.7864 4.3011 2.4747
H 0.4672 2.2479 2.5711
H 1.3275 1.5340 -1.5914
H 2.6354 3.5765 -1.6547
N 3.4455 1.9043 -4.6234
C 3.2419 0.7079 -3.9983
N 4.3227 -0.1214 -3.9441
O 2.1592 0.4005 -3.5112
H 4.3697 2.2511 -4.8086
H 2.7036 2.5773 -4.5523
H 5.1221 0.0204 -4.5350
H 4.1466 -1.0540 -3.6160
*
```



(2)
Density functional theory data (ωB97M-V with the def2-TZVPD basis set) for C32H42BFN6O8STa as an isolated structure.

Computed properties:
Lowest unoccupied orbital energy = -8.16 eV
HOMO = -16.2 eV
ΔE to the lowest compared entry with this formula, charge and spin = 0.0 kcal per mole
Calculated total energy = -74949.389 eV
Kohn-Sham gap = 8.06 eV

Geometry as ORCA input:
```
! RIJCOSX wB97M-V def2-TZVPD def2/J DEFGRID3
* xyz 3 1
Ta -0.6555 0.2312 0.7435
N -2.6588 0.9645 1.5327
C -2.8065 1.0092 3.0126
C -1.5657 1.6860 3.5433
N -0.4013 0.9315 3.0222
H -2.8451 1.8870 1.1422
H -3.3503 0.3363 1.1185
H -2.8771 -0.0170 3.3701
H -3.7153 1.5375 3.2970
H -1.5687 1.7241 4.6320
H -1.4913 2.7089 3.1680
H -0.2497 0.1080 3.6010
H 0.4353 1.5034 3.1048
F -3.0328 5.7396 -2.4007
C -2.6125 4.6347 -3.0300
C -2.2072 3.5856 -2.2701
C -1.7935 2.3825 -2.8660
C -1.3763 1.2832 -2.0523
O -1.4917 1.3638 -0.7498
C -0.9089 0.1486 -2.7038
C -0.9544 0.1011 -4.0830
N -1.3820 1.0906 -4.8631
C -1.3856 0.7758 -6.3032
C -2.4145 1.2262 -7.2884
C -0.9854 1.7038 -7.4045
C -1.7964 2.2865 -4.2732
C -2.2038 3.3952 -5.0286
C -2.6329 4.5794 -4.4478
N -3.0456 5.6412 -5.2550
C -3.8581 5.3845 -6.4403
C -3.3008 6.1817 -7.6197
N -2.7329 7.4825 -7.0948
C -3.5006 7.9614 -5.8970
C -3.2703 6.9950 -4.7301
C -0.3725 -1.0476 -2.0019
O -0.2515 -2.1207 -2.5063
O 0.0174 -0.7838 -0.7398
H -2.2158 3.6812 -1.1936
H -0.6328 -0.8072 -4.5742
H -1.0543 -0.2434 -6.4220
H -3.1838 1.9134 -6.9713
H -2.7660 0.4801 -7.9863
H -0.7346 2.7300 -7.1817
H -0.3679 1.2696 -8.1779
H -2.1619 3.3541 -6.1007
H -4.8993 5.6617 -6.2468
H -3.8660 4.3297 -6.6978
H -4.0759 6.4275 -8.3430
H -2.4902 5.6660 -8.1301
H -2.7373 8.1907 -7.8309
H -1.7572 7.3409 -6.8283
H -4.5432 8.0151 -6.2033
H -3.1647 8.9647 -5.6462
H -4.1403 7.0607 -4.0736
H -2.3958 7.3079 -4.1632
C 3.4580 3.7679 -0.8439
C 2.8224 3.1027 0.3572
C 3.8821 2.5407 1.2887
O 2.0261 1.9498 -0.1094
B 0.9590 1.8642 0.7115
O 0.7904 2.9418 1.5444
C 1.7535 3.9669 1.0876
C 0.9778 4.8811 0.1535
C 2.2663 4.7270 2.2899
H 4.2006 3.1022 -1.2813
H 3.9672 4.6850 -0.5431
H 2.7210 4.0108 -1.6071
H 4.4570 1.7875 0.7518
H 3.4412 2.0678 2.1680
H 4.5661 3.3200 1.6224
H 0.6112 4.3340 -0.7188
H 1.6014 5.7049 -0.1922
H 0.1278 5.3018 0.6919
H 2.6726 4.0595 3.0464
H 1.4626 5.3118 2.7367
H 3.0547 5.4190 1.9893
O -2.6246 -1.7508 0.0875
C -1.7668 -2.2737 0.7793
N -1.2212 -1.5312 1.8388
S 0.2737 -2.0884 2.2243
O 1.0493 -0.9471 1.6274
O 0.5276 -2.3221 3.5992
C 0.2102 -3.5190 1.2309
C 1.1298 -4.5404 1.1361
C 0.7948 -5.5983 0.2947
C -0.4072 -5.6119 -0.4057
C -1.3205 -4.5681 -0.2964
C -1.0030 -3.5191 0.5437
H 2.0599 -4.5302 1.6874
H 1.4819 -6.4267 0.1907
H -0.6354 -6.4537 -1.0449
H -2.2552 -4.5737 -0.8399
*
```